[1]
Molecular formula: C8H24O4PS
Method: DFT, wB97M-V/def2-TZVPD

Its energy relative to the best compared isomer or geometry (same formula, charge and spin) is 0.052 eV.

Geometry as ORCA input:
```
! wB97M-V def2-TZVPD RIJCOSX def2/J DEFGRID3
* xyz 1 1
C 1.45 2.50 3.49
S 2.55 1.54 4.53
C 1.47 0.25 5.18
P 3.82 0.25 3.23
O 2.66 0.08 2.11
O 4.79 1.37 2.60
H 1.86 2.58 2.48
H 0.49 1.99 3.40
H 1.34 3.47 3.95
H 2.11 -0.44 5.74
H 0.77 0.74 5.85
H 0.97 -0.26 4.37
H 2.98 -0.21 1.24
H 4.61 2.31 2.67
C 1.58 1.15 -1.08
C 0.33 0.90 -0.25
C -0.91 0.78 -1.11
O 0.17 1.93 0.74
H 1.47 2.08 -1.65
H 2.47 1.25 -0.45
H 1.74 0.35 -1.80
H 0.46 -0.01 0.34
H -1.07 1.70 -1.68
H -1.79 0.59 -0.50
H -0.80 -0.04 -1.82
H 0.06 2.76 0.26
C -3.79 -2.26 -2.48
C -2.59 -2.09 -3.40
C -2.85 -2.64 -4.79
O -1.42 -2.68 -2.82
H -4.03 -3.32 -2.36
H -3.58 -1.85 -1.49
H -4.67 -1.76 -2.89
H -2.34 -1.03 -3.47
H -3.06 -3.71 -4.73
H -1.98 -2.50 -5.43
H -3.70 -2.15 -5.25
H -1.58 -3.63 -2.73
*
```

=====

[2]
Molecular formula: C8H24O8
Method: DFT, wB97M-V/def2-TZVPD

Its energy relative to the best compared isomer or geometry (same formula, charge and spin) is 0.132 eV. Its SMILES is OCCO.OCCO.OCCO.OCCO.

Geometry as ORCA input:
```
! wB97M-V def2-TZVPD RIJCOSX def2/J DEFGRID3
* xyz 0 1
C 0.44 0.27 1.55
C -0.91 0.69 1.01
O -0.84 1.31 -0.27
O 1.07 -0.68 0.68
H 0.34 -0.26 2.50
H 1.08 1.14 1.70
H -1.35 1.45 1.66
H -1.63 -0.13 0.99
H -0.19 0.85 -0.84
H 1.08 -0.33 -0.22
C -0.27 -2.19 -2.82
C -0.26 -0.68 -3.02
O 0.70 -0.09 -2.11
O -0.90 -2.54 -1.61
H 0.73 -2.65 -2.87
H -0.80 -2.65 -3.66
H -1.26 -0.31 -2.82
H 0.00 -0.40 -4.05
H 1.57 -0.38 -2.41
H -0.32 -2.25 -0.89
C 3.98 -4.12 3.10
C 3.09 -2.91 2.97
O 2.50 -2.89 1.70
O 5.14 -3.94 2.30
H 3.45 -5.03 2.81
H 4.29 -4.31 4.12
H 3.70 -2.02 3.15
H 2.34 -2.92 3.77
H 2.07 -2.03 1.54
H 4.88 -4.02 1.38
C -3.98 5.12 -1.09
C -2.85 4.33 -0.47
O -3.10 2.95 -0.62
O -4.15 4.87 -2.50
H -3.77 6.19 -0.99
H -4.92 4.91 -0.58
H -2.83 4.64 0.59
H -1.88 4.62 -0.88
H -2.35 2.49 -0.20
H -3.89 3.94 -2.59
*
```

=====

[3]
Molecular formula: C8H25F3N8O7
Method: DFT, wB97M-V/def2-TZVPD

Its energy relative to the best compared isomer or geometry (same formula, charge and spin) is 0.356 eV.

Geometry as ORCA input:
```
! wB97M-V def2-TZVPD RIJCOSX def2/J DEFGRID3
* xyz 0 1
O 0.62 -0.33 0.70
H -0.04 -0.51 1.41
H 0.89 0.63 0.81
H 0.16 -0.45 -0.21
C 2.16 2.41 -0.73
O 3.11 1.29 -0.89
O 1.59 2.26 0.45
C 2.94 3.74 -0.94
F 3.96 3.95 -0.11
F 3.40 3.85 -2.24
F 2.06 4.78 -0.83
C 2.99 0.69 -2.15
C 3.54 -0.73 -2.20
H 3.64 -1.09 -3.23
H 4.43 -0.82 -1.58
H 2.82 -1.46 -1.80
H 3.50 1.27 -2.93
H 2.03 0.69 -2.69
H 1.45 2.40 -1.58
C -1.00 2.68 3.22
O -0.70 1.47 3.19
N -2.08 3.17 3.98
N -0.55 3.57 2.28
H -2.05 4.17 4.00
H -2.19 2.71 4.87
H -1.01 4.45 2.15
H 0.21 3.31 1.65
C -0.21 -4.34 0.50
O 0.47 -3.37 0.18
N 0.25 -5.35 1.32
N -1.52 -4.50 0.08
H -0.18 -6.23 1.09
H 1.15 -5.29 1.75
H -1.95 -5.40 0.17
H -1.86 -3.84 -0.59
C -0.47 -0.47 -2.81
O -0.62 -0.42 -1.57
N -1.10 0.41 -3.65
N 0.08 -1.57 -3.42
H -1.58 1.20 -3.26
H -1.03 0.43 -4.65
H 0.46 -2.30 -2.85
H 0.30 -1.44 -4.39
C -3.07 -0.68 1.87
O -1.99 -0.75 1.29
N -4.08 -1.57 1.63
N -3.30 0.13 2.95
H -4.87 -1.56 2.24
H -4.03 -2.16 0.82
H -4.09 0.11 3.56
H -2.63 0.87 3.13
*
```

=====

[4]
Molecular formula: C8H25FN5O4
Method: DFT, wB97M-V/def2-TZVPD

For the total energy, the calculation gives -27059.0393 eV.

Geometry as ORCA input:
```
! wB97M-V def2-TZVPD RIJCOSX def2/J DEFGRID3
* xyz -1 1
F 0.87 0.54 -0.35
C 6.22 -0.52 1.90
C 5.69 -0.83 0.54
O 4.99 0.37 0.15
H 6.88 -1.26 2.35
H 5.38 -0.47 2.60
H 6.81 0.39 1.88
H 5.04 -1.70 0.51
H 6.60 -1.00 -0.04
H 4.06 0.19 0.01
C 0.93 -1.52 3.99
O 0.75 -0.37 4.02
N 1.18 -2.13 2.90
N 1.05 -2.32 4.96
H 1.31 -3.13 2.85
H 1.21 -1.55 2.08
H 0.99 -3.32 4.83
H 0.63 -1.89 5.77
C 1.72 2.46 -4.59
O 1.69 2.90 -5.71
N 2.13 3.01 -3.51
N 1.27 1.28 -4.41
H 2.29 4.01 -3.52
H 2.07 2.47 -2.66
H 0.99 0.97 -3.49
H 0.77 0.76 -5.12
C -5.67 0.08 0.62
C -4.43 -0.71 0.18
C -3.77 -0.18 -1.11
O -3.66 1.23 -1.08
C -3.89 1.84 -2.33
N -3.46 -0.76 1.28
H -6.50 0.06 -0.08
H -5.35 1.10 0.82
H -6.11 -0.38 1.50
H -4.75 -1.74 -0.01
H -4.44 -0.42 -1.94
H -2.81 -0.69 -1.25
H -4.80 1.48 -2.80
H -3.09 1.62 -3.03
H -3.97 2.88 -2.00
H -2.89 -1.59 1.16
H -3.91 -1.13 2.11
*
```

=====

[5]
Molecular formula: C8H25N9O6Si
Method: DFT, wB97M-V/def2-TZVPD

For the total energy, the calculation gives -42277.8304 eV. Its SMILES is CC(=O)N([SiH3])C(C)=O.NC(N)=O.NC(N)=O.NC(N)=O.NC(N)=O.

Geometry as ORCA input:
```
! wB97M-V def2-TZVPD RIJCOSX def2/J DEFGRID3
* xyz 0 1
C 4.35 0.03 1.01
C 2.75 -0.13 0.76
O 2.39 -0.29 -0.45
N 1.85 -0.05 1.94
Si 0.31 -0.86 1.48
C 1.66 1.40 2.27
C 1.04 2.38 1.16
O 2.05 1.79 3.40
H 4.58 0.23 2.11
H 4.66 0.92 0.33
H 4.80 -0.96 0.65
H 0.57 -2.32 1.57
H -0.78 -0.47 2.39
H -0.15 -0.56 0.12
H 1.56 2.30 0.15
H -0.11 2.23 1.11
H 1.20 3.44 1.56
C -3.88 -2.36 1.46
O -2.92 -1.64 1.69
N -3.76 -3.56 0.84
N -5.15 -2.01 1.79
H -4.54 -4.17 0.64
H -2.83 -3.85 0.58
H -5.28 -1.13 2.25
H -5.96 -2.59 1.60
C -2.81 3.07 0.11
O -2.11 2.69 1.03
N -2.51 4.16 -0.64
N -3.97 2.45 -0.23
H -3.07 4.49 -1.40
H -1.66 4.65 -0.42
H -4.23 1.64 0.31
H -4.56 2.75 -0.98
C 4.35 3.60 -1.63
O 5.04 3.21 -0.70
N 4.68 4.68 -2.39
N 3.19 2.99 -1.97
H 4.12 5.02 -3.15
H 5.53 5.16 -2.16
H 2.92 2.19 -1.43
H 2.60 3.29 -2.73
C -0.89 -5.51 -1.26
O -1.24 -5.59 -0.09
N -1.65 -5.97 -2.28
N 0.29 -4.95 -1.63
H -1.38 -5.91 -3.25
H -2.53 -6.39 -2.05
H 0.88 -4.60 -0.89
H 0.60 -4.87 -2.58
*
```

=====

[6]
Molecular formula: C8H26O5
Method: DFT, wB97M-V/def2-TZVPD

Its energy relative to the best compared isomer or geometry (same formula, charge and spin) is 2.042 eV. Its SMILES is CCO.CCO.CCO.CCO.O.

Geometry as ORCA input:
```
! wB97M-V def2-TZVPD RIJCOSX def2/J DEFGRID3
* xyz 0 1
C -6.94 5.83 -20.13
C -5.65 6.40 -19.49
O -4.80 7.01 -20.46
H -6.70 5.05 -20.86
H -7.55 6.58 -20.63
H -7.58 5.37 -19.39
H -5.12 5.55 -19.06
H -5.82 7.07 -18.64
H -4.58 6.35 -21.12
C -4.63 5.48 -13.07
C -5.41 6.87 -13.20
O -6.14 6.88 -11.98
H -3.98 5.30 -13.93
H -5.28 4.60 -13.12
H -3.94 5.52 -12.23
H -6.11 6.71 -14.02
H -4.80 7.77 -13.35
H -6.52 7.75 -11.93
C -3.25 3.31 -7.26
C -2.56 4.47 -6.51
O -1.70 3.87 -5.64
H -3.78 3.75 -8.11
H -3.98 2.81 -6.62
H -2.53 2.58 -7.61
H -3.25 5.14 -5.99
H -2.07 5.12 -7.24
H -1.00 4.47 -5.37
C -9.44 10.25 -9.50
C -8.03 10.85 -9.49
O -7.70 10.96 -10.77
H -10.09 10.61 -10.29
H -9.88 10.51 -8.54
H -9.32 9.18 -9.64
H -7.30 10.18 -9.05
H -7.94 11.88 -9.13
H -7.21 11.78 -10.88
O -11.59 7.05 -13.63
H -10.68 7.17 -13.35
H -11.76 7.78 -14.22
*
```